DFT (ωB97M-V/def2-TZVPD) results for a 6-piece molecular cluster, C19H36Cl10FN2O overall.

Structure (XYZ):
```
69
C19H36Cl10FN2O, DFT ωB97M-V/def2-TZVPD
C -3.24 1.54 0.55
C -2.08 2.02 1.40
F -2.04 1.25 2.57
C -0.70 2.07 0.76
C -0.10 0.82 0.06
C -0.83 0.66 -1.31
C -0.09 0.12 -2.52
N -0.59 -0.58 -3.45
C -0.30 -0.41 0.96
C 0.39 -1.71 0.51
C -0.54 -2.56 -0.35
C 0.73 -2.55 1.74
N 1.63 -1.40 -0.27
O 1.75 -1.90 -1.43
C 2.36 -0.13 0.01
C 3.50 0.00 -0.99
C 2.96 -0.20 1.42
C 1.41 1.09 -0.10
H -4.18 1.84 1.01
H -3.25 0.45 0.44
H -3.20 1.98 -0.44
H -2.30 3.04 1.74
H -0.01 2.43 1.52
H -0.77 2.87 0.01
H -1.72 0.04 -1.19
H -1.19 1.65 -1.61
H 0.94 0.43 -2.65
H -1.57 -0.81 -3.25
H 0.05 -0.15 1.96
H -1.36 -0.63 1.08
H -0.94 -2.03 -1.21
H -0.03 -3.45 -0.72
H -1.36 -2.87 0.30
H 1.30 -3.44 1.45
H 1.30 -2.00 2.48
H -0.21 -2.87 2.19
H 4.07 0.90 -0.74
H 4.16 -0.86 -0.94
H 3.14 0.09 -2.00
H 3.49 -1.14 1.57
H 2.21 -0.10 2.21
H 3.66 0.62 1.55
H 1.59 1.63 -1.02
H 1.72 1.78 0.69
C 3.10 4.60 -2.76
Cl 4.85 4.49 -2.59
Cl 2.36 3.04 -3.17
H 2.69 4.93 -1.81
H 2.87 5.30 -3.56
C -2.65 -4.23 3.36
Cl -3.11 -2.52 3.22
Cl -2.72 -5.08 1.81
H -1.63 -4.27 3.73
H -3.34 -4.71 4.04
C -2.18 6.02 0.45
Cl -0.65 6.72 -0.09
Cl -2.81 4.84 -0.71
H -2.01 5.52 1.39
H -2.91 6.82 0.55
C 6.09 -0.31 -4.66
Cl 4.92 1.01 -4.51
Cl 6.55 -0.99 -3.10
H 5.63 -1.09 -5.25
H 6.98 0.08 -5.14
C -6.30 -5.48 2.79
Cl -7.58 -4.63 3.66
Cl -5.42 -6.62 3.83
H -6.75 -6.04 1.98
H -5.59 -4.75 2.42
```

HOMO-LUMO gap (spin up / spin down), eV: 7.909 / 9.440
LUMO level (spin up / spin down), hartree: 0.0124 / 0.0124
Spin multiplicity: 2
HOMO energy (spin up / spin down), eV: -7.6 / -9.1

Here are the Löwdin charges for atoms 1 to 8, given in e: -0.047, -0.369, -0.041, -0.106, -0.364, -0.101, -0.251, 0.105

***

DFT (ωB97M-V/def2-TZVPD) results for C2H4AuO3 as an isolated structure.

Structure (XYZ):
```
10
C2H4AuO3, DFT ωB97M-V/def2-TZVPD
O -1.36 -1.10 0.31
O -0.55 1.67 0.89
C -0.43 -1.17 -0.47
C 0.69 -0.18 -0.49
H -0.40 -1.97 -1.23
H 0.78 0.28 -1.49
H 1.64 -0.69 -0.25
Au -1.39 0.19 1.66
O 0.50 0.83 0.48
H 0.54 2.14 0.59
```

HOMO-LUMO gap (spin up / spin down), eV: 10.580 / 7.748
LUMO level (spin up / spin down), hartree: -0.6348 / -0.7925
Total charge: +3
Spin multiplicity: 3
HOMO energy (spin up / spin down), eV: -27.9 / -29.3
Energy above the lowest of the compared OMol25 structures with the same formula, charge and spin, kcal/mol: 63.5

Here are the Löwdin charges for atoms 1 to 8, given in e: 0.092, 0.062, 0.073, 0.055, 0.241, 0.228, 0.235, 1.618

***

DFT (ωB97M-V/def2-TZVPD) results for C5H5OYb as an isolated structure.

Structure (XYZ):
```
12
C5H5OYb, DFT ωB97M-V/def2-TZVPD
C 1.99 0.25 -0.46
C 1.49 -0.86 -1.11
H 2.41 1.09 -1.02
H 2.19 0.22 0.62
H 1.28 -1.78 -0.56
H 1.50 -0.92 -2.20
C -0.17 0.48 -0.66
C -0.98 0.27 0.34
H -0.26 1.07 -1.56
C -1.90 -0.01 1.22
O -2.90 0.27 1.84
Yb -4.67 -0.09 3.55
```

HOMO-LUMO gap (spin up / spin down), eV: 6.539 / 8.034
LUMO level (spin up / spin down), hartree: -0.4790 / -0.5439
Total charge: +3
Spin multiplicity: 3
HOMO energy (spin up / spin down), eV: -19.6 / -22.8
Energy above the lowest of the compared OMol25 structures with the same formula, charge and spin, kcal/mol: 0.0

Here are the Löwdin charges for atoms 1 to 8, given in e: 0.120, 0.133, 0.135, 0.128, 0.129, 0.137, 0.156, 0.091

***

DFT (ωB97M-V/def2-TZVPD) results for C35H48FeN6O3S as an isolated structure.

Structure (XYZ):
```
94
C35H48FeN6O3S, DFT ωB97M-V/def2-TZVPD
Fe -0.25 -0.39 -0.15
N -2.91 2.38 2.09
C -1.79 1.64 1.97
O -1.57 1.01 0.94
C -0.85 1.68 3.15
C 0.31 0.71 3.04
H -3.58 2.36 1.34
H -3.15 2.84 2.94
H -1.43 1.44 4.05
H -0.50 2.71 3.25
H -0.04 -0.32 3.07
H 1.01 0.85 3.86
C -0.22 -0.83 -4.10
C -1.37 0.11 -3.89
C -1.73 1.01 -4.89
C -2.80 1.87 -4.75
C -3.56 1.82 -3.59
C -3.24 0.93 -2.56
C -4.10 0.83 -1.34
C -2.12 0.09 -2.70
N -1.73 -0.72 -1.61
C -2.34 -1.89 -1.40
C -3.24 -2.53 -2.41
C -2.09 -2.54 -0.17
C -2.75 -3.86 0.14
N -1.25 -1.95 0.69
C -1.22 -2.29 2.05
C -0.08 -2.89 2.60
C 1.07 -3.28 1.72
C -0.01 -3.10 3.97
C -1.06 -2.73 4.81
C -2.20 -2.17 4.26
C -2.30 -1.95 2.89
C -3.57 -1.36 2.32
H -0.12 -1.08 -5.16
H -0.32 -1.74 -3.52
H 0.73 -0.37 -3.80
H -1.15 1.02 -5.81
H -3.06 2.56 -5.54
H -4.42 2.47 -3.47
H -4.76 1.70 -1.26
H -3.48 0.75 -0.44
H -4.73 -0.06 -1.37
H -3.36 -1.90 -3.29
H -4.23 -2.74 -2.00
H -2.82 -3.49 -2.75
H -2.47 -4.61 -0.60
H -3.84 -3.78 0.13
H -2.44 -4.22 1.12
H 1.63 -2.39 1.40
H 0.73 -3.77 0.81
H 1.77 -3.93 2.25
H 0.88 -3.55 4.39
H -0.99 -2.90 5.88
H -3.03 -1.90 4.90
H -4.03 -0.68 3.05
H -4.30 -2.15 2.11
H -3.38 -0.82 1.40
N 0.38 1.57 -1.60
C 1.45 2.46 -1.76
C 1.23 3.83 -1.91
C 2.30 4.71 -2.02
C 3.60 4.24 -1.98
C 3.83 2.87 -1.83
C 2.76 1.99 -1.71
H -0.50 1.92 -1.97
H 0.56 0.66 -2.02
H 0.21 4.20 -1.94
H 2.10 5.77 -2.13
H 4.44 4.92 -2.08
H 4.84 2.49 -1.81
H 2.94 0.93 -1.56
C 3.32 -2.32 -1.47
O 2.45 -1.35 -0.88
C 1.08 -1.59 -1.04
O 0.78 -2.59 -1.67
H 4.32 -2.12 -1.09
H 3.31 -2.24 -2.56
H 3.01 -3.33 -1.20
C 3.30 3.15 2.44
N 3.77 1.79 2.33
C 5.02 1.58 1.60
C 5.01 0.07 1.32
N 3.64 -0.36 1.62
C 2.89 0.74 2.04
S 1.25 1.00 1.48
H 4.03 3.75 2.97
H 2.36 3.17 3.00
H 3.12 3.60 1.45
H 5.87 1.88 2.21
H 5.02 2.17 0.68
H 5.73 -0.46 1.95
H 5.26 -0.13 0.27
H 3.18 -0.86 0.87
```

HOMO-LUMO gap (spin up / spin down), eV: 5.980 / 7.910
LUMO level (spin up / spin down), hartree: 0.0127 / 0.0123
Spin multiplicity: 5
HOMO energy (spin up / spin down), eV: -5.6 / -7.6
Energy above the lowest of the compared OMol25 structures with the same formula, charge and spin, kcal/mol: 56.3

Here are the Löwdin charges for atoms 1 to 8, given in e: 0.494, 0.195, -0.508, -0.035, -0.157, -0.378, 0.109, 0.111

***

DFT (ωB97M-V/def2-TZVPD) results for one molecule with the formula H2N2O3.

Structure (XYZ):
```
7
H2N2O3, DFT ωB97M-V/def2-TZVPD
N 1.17 0.41 -0.19
O -0.03 1.00 -0.02
N -1.06 -0.01 0.07
O -0.36 -1.40 -0.11
O -2.20 0.24 0.16
H 1.48 0.22 0.70
H 0.99 -0.46 -0.61
```

HOMO-LUMO gap, eV: 9.518
LUMO level, hartree: -0.0409
Spin multiplicity: 1
SMILES: NO[N+](=O)[O-]
HOMO energy, eV: -10.6
Energy above the lowest of the compared OMol25 structures with the same formula, charge and spin, kcal/mol: 67.6

Table of Löwdin atomic charges, one value per atom, all in e: 0.053, -0.032, -0.197, -0.126, 0.193, 0.070, 0.039

***

DFT (ωB97M-V/def2-TZVPD) results for one molecule with the formula C8H11PS2.

Structure (XYZ):
```
22
C8H11PS2, DFT ωB97M-V/def2-TZVPD
C 3.76 -1.65 -0.12
C 3.14 -0.34 0.30
S 1.31 -0.48 0.22
P 0.92 1.46 0.98
S 1.74 2.67 -0.51
C -0.94 1.59 0.25
C -1.42 2.86 0.19
C -2.67 3.02 -0.38
C -3.42 1.95 -0.75
C -2.83 0.65 -0.75
C -1.57 0.50 -0.25
H 4.74 -1.68 0.47
H 3.26 -2.49 0.24
H 4.09 -1.79 -1.18
H 3.54 0.52 -0.23
H 3.33 -0.08 1.38
H 2.93 2.85 0.25
H -0.86 3.67 0.82
H -3.08 4.10 -0.30
H -4.33 2.15 -1.28
H -3.29 -0.25 -1.22
H -0.96 -0.44 -0.40
```

HOMO-LUMO gap, eV: 9.054
LUMO level, hartree: 0.0223
Spin multiplicity: 1
SMILES: CCSP(S)c1ccccc1
HOMO energy, eV: -8.4
Energy above the lowest of the compared OMol25 structures with the same formula, charge and spin, kcal/mol: 0.0

Here are the Löwdin charges for atoms 1 to 8, given in e: -0.191, -0.640, 0.524, 0.382, 0.341, -0.475, -0.184, -0.118